The following is a quantum chemistry calculation of 2 unconnected molecules or ions with the total composition C8H20O4 at a distorted geometry, from the Open Molecules 2025 dataset.

**HOMO energy**: -9.923 eV
**LUMO**: 0.719 eV
**E**: -617.70552 hartree
**HOMO-LUMO gap**: 10.64 eV
**Structure (SMILES)**: OCCCCO.OCCCCO
**Largest force on an atom**: 2.6 eV/A

Each line ends with the Mulliken charge.
Positions of all 32 atoms, in Å:
1 O 1.28597 -3.85074 4.66079  -0.526
2 O -1.71241 1.33086 -1.51532  -0.486
3 O -1.14704 0.32282 -6.85637  -0.515
4 O 3.24114 1.84362 4.12642  -0.532
5 C 2.44308 -1.77518 4.77587  -0.519
6 C 3.34065 0.62801 4.77979  -0.493
7 C -2.05693 0.72037 -3.76925  -0.445
8 C -2.39345 1.70134 -2.68664  -0.461
9 C 1.44430 -2.64097 4.01199  -0.427
10 C -2.74750 1.11611 -5.10145  -0.526
11 C 2.37764 -0.33388 4.13039  -0.539
12 C -2.49239 0.28526 -6.37910  -0.570
13 H 4.40072 0.37218 4.58940  0.278
14 H 0.44152 -2.17564 3.95425  0.288
15 H -2.67244 -0.78988 -6.18649  0.268
16 H -2.19588 1.78939 -0.79670  0.312
17 H -2.39591 2.10983 -5.43962  0.280
18 H 2.33819 2.21023 4.22973  0.309
19 H -2.34290 -0.30658 -3.47083  0.275
20 H 3.48975 -2.13311 4.81835  0.273
21 H -3.18402 0.60367 -7.18266  0.364
22 H 3.22249 0.78390 5.86937  0.298
23 H -3.48423 1.66366 -2.50162  0.295
24 H 1.33254 -0.01028 4.29921  0.339
25 H 2.56344 -0.31590 3.03924  0.291
26 H 1.11082 -3.68843 5.61125  0.332
27 H -1.19831 0.19191 -7.82623  0.305
28 H -0.98358 0.70569 -4.03970  0.261
29 H -3.84110 1.18206 -4.94288  0.367
30 H -2.13845 2.73606 -2.98627  0.276
31 H 2.13260 -1.51977 5.80729  0.329
32 H 1.82172 -2.75664 2.97776  0.301